[1]
A single C5H10O molecule. Source: OMol25; level of theory: wB97M-V/def2-TZVPD.

Each line ends with the Mulliken charge.
Atoms and positions in Å:
H  -0.006148  -2.141726  -0.190939  0.277
H  -2.087619  -0.974413  0.426481  0.353
H  1.984954  -0.120961  0.853013  0.341
H  -1.475891  1.225322  -1.083921  0.342
C  0.121224  -1.302504  0.512907  -0.604
C  0.606955  0.899848  -0.461448  0.226
C  -0.804575  0.401655  -0.803398  -1.001
H  1.867542  -0.858611  -0.752260  0.270
C  -1.140913  -0.409167  0.432874  -0.432
H  -1.142261  0.270655  1.292780  0.286
H  0.303019  -1.724782  1.507073  0.332
C  1.289173  -0.381636  0.049911  -0.753
H  -0.411385  2.197749  0.566089  0.334
H  1.154826  1.362253  -1.301935  0.290
H  -0.754181  -0.294380  -1.649027  0.297
O  0.495280  1.850698  0.601801  -0.560

Forces on the atoms, in the same order (eV/Å):
0.118 0.221 0.253
0.404 0.249 -0.199
-0.135 -0.110 -0.063
0.001 -0.183 0.200
-0.032 -0.076 0.132
-0.166 -0.241 -0.325
0.061 0.198 -0.656
-0.107 0.172 0.163
0.163 -0.303 0.538
-0.229 -0.285 -0.008
-0.131 0.068 -0.181
-0.039 0.051 0.014
0.530 0.029 0.088
-0.293 -0.184 0.232
0.002 0.226 -0.119
-0.148 0.167 -0.068

Total energy: -7394.4626 eV
ΔE to the lowest compared entry with this formula, charge and spin: 0.3027 eV
SMILES: OC1CCCC1
Charge: 0
HOMO: -10.116 eV



[2]
A single CHFIN molecule at a distorted geometry. Source: OMol25; level of theory: wB97M-V/def2-TZVPD.

Each line ends with the Mulliken charge.
Atoms and positions in Å:
C  0.082105  0.174222  -0.114831  0.260
F  0.375723  1.648847  -0.561723  -0.301
N  -0.883875  0.051213  0.609253  -0.428
H  -1.147628  -0.847999  0.988510  0.295
I  1.573675  -1.026283  -0.921209  0.174

Forces on the atoms, in the same order (eV/Å):
0.889 3.598 -1.002
-0.590 -3.753 0.938
-0.252 0.110 0.160
0.198 -0.145 -0.192
-0.246 0.190 0.096

Total energy: -13360.2248 eV
ΔE to the lowest compared entry with this formula, charge and spin: 0.3251 eV
SMILES: [H]/N=C(/F)I
Charge: 0
HOMO: -10.566 eV



[3]
6 unconnected molecules or ions with the total composition C28H57F4N7O8 at a distorted geometry. Source: OMol25; level of theory: wB97M-V/def2-TZVPD.

Each line ends with the Mulliken charge.
Atoms and positions in Å:
C  1.496876  2.082861  0.164298  -0.266
H  2.785104  -1.130610  -2.611411  0.386
C  -7.525242  -4.427415  1.610529  -0.967
H  -2.925029  0.901576  -7.537341  0.306
H  -3.592434  -3.783832  -0.795350  0.390
H  -3.274693  -3.600092  1.735041  -0.238
C  3.894457  -2.487066  7.149334  0.139
H  -1.976360  -2.380425  6.092112  0.377
O  2.778723  1.361321  -2.947303  -0.420
H  1.207414  4.507450  -0.578136  0.214
H  -1.183602  4.484593  -8.269374  0.301
H  -0.252092  3.025734  -8.676299  0.374
N  -6.726595  -3.215510  1.696740  0.098
H  6.633723  -1.547408  8.395060  0.339
O  -1.303652  -0.751124  -0.662484  -0.769
H  -8.173728  -1.712657  1.525543  0.368
O  3.970741  2.545174  -4.468603  -0.582
N  -0.159478  -3.156237  5.426097  0.144
C  -5.552026  -3.265885  2.346769  0.085
H  6.003038  1.805663  -1.863657  0.310
C  0.344911  1.797982  -0.819423  0.539
C  -1.193337  3.547878  -8.827228  -0.969
H  7.025215  -3.421282  6.687521  0.374
H  -1.494468  0.787473  -8.578777  0.335
H  1.555833  1.227076  0.833652  0.573
N  5.051225  3.722196  -1.976088  -0.428
C  1.359543  1.330053  -3.159329  1.365
H  -3.677700  -2.034768  -1.115325  0.320
H  -4.308045  2.476481  -8.110301  0.254
H  0.919020  3.284316  -2.298515  0.057
H  -0.486020  5.208072  -1.722850  0.263
H  -0.521269  2.334725  -0.439467  0.800
C  5.956687  -3.612379  6.643567  -0.928
H  0.259616  -2.453769  7.352026  0.302
H  -6.505399  -1.188533  1.237176  0.312
C  -7.217080  -1.996619  1.083171  -0.958
O  0.350351  -3.277181  3.218517  -0.565
C  0.244393  -3.397555  6.800596  -0.952
H  -1.962010  -4.557659  1.023161  0.361
C  5.977847  -1.281242  7.564421  -0.911
C  1.014100  1.697290  -4.629285  0.663
H  -8.438175  -4.223064  1.057840  0.397
C  -3.007838  -2.879306  -0.942729  -1.100
H  -0.443291  2.312960  -2.708989  0.695
H  -6.960701  -5.211196  1.105010  0.299
C  5.470415  2.522833  -1.242966  -0.705
H  2.467854  2.155318  -0.310556  -0.234
O  -5.097548  -4.259163  2.880575  -0.650
H  -0.466861  -4.076737  7.278410  0.347
H  5.715895  -4.480385  7.257141  0.288
H  5.667358  -3.831310  5.615846  0.288
H  -2.373717  -2.993907  -1.822704  0.285
H  1.002687  -0.642650  -3.939187  0.425
H  1.249198  -3.833514  6.824277  0.361
C  1.217125  3.260949  1.086066  -1.634
H  5.591527  3.757762  -2.829090  0.374
C  -1.393692  -1.566389  0.248832  0.114
H  6.161592  2.806676  -0.455270  0.300
H  -7.775793  -4.781175  2.610655  0.298
F  -0.241498  1.220956  -4.899868  -0.332
H  -1.361437  1.489624  -6.954454  0.110
O  -1.029430  4.996153  1.506499  -0.641
C  -1.460399  -2.567687  5.154616  -0.937
C  -1.079485  5.380107  -0.829219  -0.972
H  -2.010082  4.839998  -0.944886  0.285
H  -0.077209  -0.210563  -2.599937  0.279
H  2.999813  3.627385  -1.548340  0.517
C  1.887488  -0.882538  -2.062876  -0.149
H  -1.589147  -3.240960  2.149819  -0.305
C  3.452683  2.498774  -3.363324  0.820
H  1.595408  -3.905363  4.700538  0.317
H  -7.354064  -2.145465  0.010407  0.342
H  -1.314080  3.784296  -9.884808  0.319
H  3.436441  -1.558223  7.529000  0.252
H  -5.022494  -2.296808  2.357661  0.312
H  4.639540  2.014464  -0.767845  0.160
F  1.310001  -2.087195  -1.692185  -0.378
H  0.405969  2.997362  1.751756  0.497
F  1.834068  1.128795  -5.525077  -0.264
H  5.293824  -0.502023  7.892455  0.292
H  -2.059149  -3.242833  4.541146  0.278
H  0.084807  0.747200  -0.756722  -0.784
C  0.637181  -3.462479  4.392228  0.056
C  0.929335  -0.140045  -2.983691  -1.280
H  6.584728  -0.894986  6.743848  0.337
N  5.233041  -2.446060  7.126255  0.126
H  3.433009  4.582274  -2.943512  0.389
C  -3.546651  3.185352  -8.479495  0.126
O  3.224124  -3.440398  6.791801  -0.611
H  -0.808482  -1.477781  1.177204  0.271
C  -2.002593  1.398759  -7.829658  -0.671
H  2.072021  3.438764  1.733508  0.427
N  -2.291842  2.710849  -8.375650  0.150
C  -0.408973  4.947465  0.453064  0.804
F  0.943738  3.030932  -4.836362  -0.288
N  -2.190139  -2.636113  0.231931  0.289
H  -1.341820  6.428960  -0.775718  0.352
H  -1.341208  -1.628354  4.610847  0.289
O  -3.839633  4.275517  -8.927798  -0.588
C  0.546136  2.265836  -2.263124  -0.992
C  3.660492  3.672409  -2.402962  -1.066
C  -2.257998  -3.560913  1.354910  0.341
H  2.113356  -0.334271  -1.156635  0.129
N  0.906067  4.512470  0.382656  -0.155

Forces on the atoms, in the same order (eV/Å):
-0.520 -0.224 0.221
0.406 0.087 0.099
0.155 0.001 0.089
-0.044 0.034 -0.021
0.014 -0.023 0.051
0.129 -0.180 0.038
-0.165 0.065 0.016
0.021 -0.012 0.040
0.138 0.855 -0.174
0.253 -0.063 -0.029
0.051 0.022 -0.035
-0.008 -0.042 0.027
-0.108 0.121 -0.112
0.023 0.078 0.013
-0.240 -0.159 -0.003
-0.001 0.074 -0.042
-0.787 -0.351 1.971
-0.065 0.041 0.167
-0.052 0.134 0.142
-0.113 -0.212 -0.227
0.612 0.478 0.228
-0.165 0.054 -0.004
0.010 0.050 0.019
-0.014 -0.082 0.054
0.226 -0.186 0.100
-0.287 -0.233 -0.034
-0.587 -0.280 -0.373
-0.017 -0.028 -0.061
0.018 -0.021 0.006
0.242 0.162 -0.124
0.151 0.044 -0.082
-0.283 -0.032 0.049
-0.178 -0.003 0.001
0.032 -0.052 0.071
0.033 -0.012 0.018
-0.067 -0.223 0.018
-0.042 0.089 0.022
-0.080 -0.211 -0.113
0.012 -0.037 0.109
0.049 -0.208 -0.085
-0.520 -0.443 -0.077
-0.001 0.050 -0.015
0.113 0.143 0.016
-0.179 -0.012 -0.186
-0.045 -0.041 0.011
0.457 0.187 0.226
0.121 0.060 -0.192
-0.086 -0.109 0.040
0.026 0.051 0.062
0.033 -0.035 -0.033
0.035 -0.047 -0.002
-0.052 -0.006 -0.038
-0.253 -0.115 -0.257
-0.471 0.203 -0.009
0.887 0.304 0.300
0.211 0.285 -0.047
0.200 0.116 0.045
0.088 0.071 0.177
-0.027 -0.051 -0.023
0.462 0.334 0.049
0.004 -0.085 0.019
0.520 -0.361 -0.681
0.145 -0.063 -0.171
0.288 0.173 -0.218
-0.179 -0.223 0.140
-0.253 -0.006 0.036
0.033 -0.130 0.229
-0.382 -0.084 -0.114
0.101 -0.003 -0.107
0.765 0.406 -2.049
0.009 0.011 0.022
-0.018 0.084 -0.012
0.050 0.039 0.002
0.011 0.001 0.003
-0.022 0.013 -0.038
-0.252 -0.028 0.002
-0.163 -0.242 0.046
-0.411 0.237 0.012
-0.345 0.490 0.307
-0.039 -0.011 -0.004
-0.066 0.037 0.030
-0.127 0.086 -0.241
0.167 -0.077 -0.065
0.915 0.017 0.123
0.023 0.067 0.042
0.180 0.093 0.037
-0.064 0.157 -0.256
-0.132 -0.022 0.020
0.414 -0.031 -0.031
0.013 -0.033 -0.004
0.130 0.184 -0.135
0.218 -0.074 0.104
0.063 -0.156 0.062
-0.601 0.351 0.959
0.438 -0.412 -0.160
-0.082 -0.106 0.101
0.008 0.254 0.058
-0.063 0.007 0.007
0.030 0.076 -0.033
-0.169 -0.400 0.400
0.058 -0.430 0.012
-0.111 0.069 -0.251
0.129 0.096 0.177
-0.983 -0.430 -0.474

Total energy: -67641.4290 eV
SMILES: CNCC(=O)O[C@@](CCF)(CCCCNC(C)=O)C(F)(F)F.CN(C)C=O.CN(C)C=O.CN(C)C=O.CN(C)C=O.CN(C)C=O
Charge: 0
HOMO: -9.043 eV